Record 1
65
Properties=species:S:1:pos:R:3:forces:R:3 method="wB97M-V/def2-TZVPD" homo_energy_ev=-7.775 de_lowest_kcal_mol=475.4 lumo_ha=0.025 homo_lumo_gap_ha=0.311
C -7.61613 -0.72799 1.09318 2.43 0.75 -6.59
H -8.11431 -0.13197 0.32956 -0.72 0.24 0.27
H -7.78765 -1.67991 0.84693 -2.03 -4.01 -0.28
H -7.84784 -0.47050 2.00334 -0.70 1.42 4.91
C -6.15583 -0.70667 0.57027 -1.62 5.55 14.96
C -5.89307 -1.04484 -0.65323 1.31 1.08 -7.74
C -4.44199 -0.89059 -0.82845 -3.91 10.30 -12.83
H -4.15511 -1.03311 -2.14741 -0.88 -0.23 3.74
H -3.82252 -1.38593 -0.43089 7.92 -7.51 6.11
C -3.91830 0.65490 -0.78985 -0.93 0.24 4.36
C -2.54735 1.12379 -1.09617 2.56 -5.34 -1.92
O -2.22698 1.72157 -2.14013 -0.25 -0.41 3.24
N -1.60208 0.12563 -0.39343 -1.50 6.30 -3.92
H -1.93112 -0.32474 0.38650 -0.75 -1.11 2.16
C -0.21652 0.23338 -0.65519 0.41 -2.15 5.13
C 0.17748 -1.22917 -0.19758 3.12 -1.19 -4.05
O -0.40967 -2.17534 0.30585 -0.88 1.83 0.70
N 1.42075 -1.52371 -0.76678 0.87 6.13 -1.97
H 2.13180 -0.59050 -1.22589 -3.25 -3.73 2.16
C 2.18700 -2.59398 -0.35689 -0.48 -0.03 0.89
H 1.46786 -3.40434 -0.21663 0.40 -0.09 1.42
H 2.62490 -2.92055 -1.19954 2.36 -1.25 -3.02
C 3.19291 -2.15947 0.70459 -1.71 -6.18 2.48
N 3.85274 -1.00624 0.48093 2.39 -2.68 -10.71
C 4.34066 -0.12766 1.22767 -2.06 -2.31 16.86
C 4.96186 1.08630 1.02739 -2.89 3.95 -2.16
C 6.06821 0.71492 0.07798 1.32 7.44 0.77
C 6.60913 2.41282 -0.43580 -0.45 -5.34 5.72
H 7.33173 2.08328 -0.97165 4.93 -1.07 -4.09
H 5.82126 2.75207 -0.85756 -5.08 2.44 -3.17
H 6.91297 2.96797 0.38647 0.56 0.88 1.56
C 5.57249 -0.00030 -1.21415 0.51 0.53 3.96
C 5.07284 -1.25841 -0.55741 -2.94 -4.37 -3.32
H 4.67885 -2.02874 -1.44446 0.51 1.89 2.22
H 5.80699 -1.92813 -0.05525 -0.17 1.02 0.11
H 6.48070 0.03058 -1.72485 1.33 -1.33 -1.56
H 4.85544 0.55638 -1.82103 -0.22 0.05 0.61
H 6.86640 0.40334 0.87494 -0.97 -0.54 -2.52
H 5.16301 1.67342 1.93670 0.54 -0.84 -0.31
H 3.96692 1.74501 0.62977 2.82 -0.91 -0.17
H 3.56046 -0.23691 2.28675 0.83 1.65 -2.75
H 4.98479 -0.76305 2.27725 0.51 0.86 -2.41
H 2.51971 -2.12485 1.58332 0.78 0.53 0.24
H 3.82502 -3.26235 0.87552 -0.75 3.17 -0.04
H -0.13696 0.62668 -1.63473 0.84 -0.32 -1.21
C 0.74560 1.11222 0.41337 -3.78 1.71 -0.42
C 0.39992 2.52962 0.13020 2.57 3.58 -3.68
H -0.60966 2.71242 0.23040 -2.64 -0.19 -0.08
H 0.63138 2.94958 -1.04170 -0.40 -1.29 3.10
H 0.74560 3.35766 0.80406 0.69 -1.06 -0.34
C 0.26552 0.93295 1.83485 2.29 -1.49 1.61
H -0.76757 1.20600 2.03423 0.00 -0.28 -0.09
H 0.55026 -0.11152 2.00816 -1.15 -0.41 0.62
H 0.95132 1.37331 2.64440 -0.96 0.21 -1.46
H 1.77226 0.90179 0.39132 1.37 -0.57 -0.61
C -4.24806 1.22878 0.85929 -1.67 -10.88 -2.19
C -5.80082 0.86992 0.85941 1.97 1.35 4.01
H -6.44268 1.56952 0.31014 0.48 -0.32 -0.66
H -5.97457 1.33272 1.97414 -0.67 -2.09 -2.02
H -3.56430 0.53060 1.65561 -2.10 2.23 -2.16
H -3.96116 2.11151 0.70040 1.93 7.46 0.06
H -4.47959 1.31421 -1.38630 -1.53 0.44 -0.75
H -6.05615 -2.00012 -0.91351 -1.27 -3.71 -0.77
H -6.57698 -0.39467 -1.30251 1.32 -0.72 0.05
H -5.58354 -1.26104 1.45679 -0.56 0.74 -2.06

=====

Record 2
65
Properties=species:S:1:pos:R:3:forces:R:3 method="wB97M-V/def2-TZVPD" spin_multiplicity=4 homo_energy_ev="-6.137 / -7.171" lumo_ha="0.026 / -0.011" homo_lumo_gap_ha="0.251 / 0.253"
Tc 0.00795 -0.30351 -0.63548 -1.25 1.58 -1.85
P 2.35801 -0.16870 -0.76342 0.71 -0.11 -0.26
P -2.37341 0.10877 -0.43546 -0.36 -0.44 -0.26
N -0.07453 0.82205 -2.05812 0.12 -0.01 -1.41
H 1.09287 -2.32406 0.63793 -0.55 -0.87 0.22
C 2.97029 -1.63036 -1.67522 0.29 -0.07 0.01
H 4.06663 -1.65401 -1.65599 -0.14 -0.07 -0.07
H 2.62926 -1.56733 -2.71573 0.02 -0.01 0.24
H 2.57584 -2.55408 -1.23538 0.07 0.23 -0.07
C 3.33837 -0.12150 0.76704 0.15 -0.05 0.09
H 4.40359 -0.27360 0.54798 -0.21 0.06 0.07
H 2.98607 -0.89801 1.45633 0.06 0.17 -0.13
H 3.19283 0.85323 1.24879 0.00 -0.23 -0.09
C 3.04785 1.21692 -1.73728 0.04 0.02 0.08
H 4.14322 1.23002 -1.66816 -0.20 -0.03 -0.01
H 2.64984 2.16116 -1.34933 0.06 -0.16 -0.10
H 2.75196 1.12080 -2.78833 -0.02 0.02 0.25
C -3.24112 -1.27085 -1.27137 -0.27 0.05 0.10
H -4.32770 -1.15013 -1.16074 0.19 -0.06 -0.11
H -2.92221 -2.23041 -0.84523 -0.03 0.34 -0.11
H -2.97199 -1.25586 -2.33556 -0.05 -0.03 0.26
C -3.17805 0.21028 1.18855 -0.11 0.04 0.13
H -4.24939 0.41162 1.05108 0.23 -0.06 0.11
H -2.70984 1.01896 1.76141 -0.12 -0.16 -0.09
H -3.04352 -0.72730 1.74124 0.01 0.20 -0.13
C -3.03430 1.56821 -1.30137 -0.03 0.07 0.11
H -4.10266 1.67123 -1.07482 0.18 0.04 -0.11
H -2.89055 1.46080 -2.38162 0.03 0.03 0.22
H -2.49725 2.45980 -0.96232 -0.12 -0.10 -0.09
C -0.06320 1.63209 -3.13590 0.08 0.34 0.34
C -0.00012 1.92994 -5.55014 -0.01 0.09 0.00
C -0.04453 1.08495 -4.45546 -0.08 0.15 0.56
C -0.04762 3.05255 -2.97066 0.02 -0.53 -0.09
C -0.00497 3.87537 -4.08188 -0.01 0.02 -0.06
C 0.02025 3.32278 -5.37104 0.02 0.10 -0.26
H 0.01840 1.49521 -6.55538 0.00 0.27 0.34
H -0.06881 -0.00551 -4.53357 0.03 0.38 -0.13
H -0.07012 3.43261 -1.94509 0.03 -0.01 -0.39
H 0.00822 4.96153 -3.94159 0.00 -0.40 -0.15
H 0.05666 3.97962 -6.24702 -0.02 -0.26 0.38
C 0.12104 -2.86066 0.41728 0.41 -0.02 -0.27
O -0.43605 -2.19922 -0.70077 0.26 -0.27 0.65
C 0.36217 -4.30528 0.01399 0.23 -0.23 0.21
H 0.53566 -4.90123 0.91506 0.10 -0.14 -0.20
H 1.23568 -4.38033 -0.63553 -0.09 -0.12 -0.07
H -0.51160 -4.71099 -0.51856 0.22 0.23 0.20
C -0.75188 -2.80269 1.65632 -0.01 0.08 0.30
H -1.73700 -3.23594 1.46060 0.02 0.00 -0.05
H -0.86151 -1.78725 2.04894 -0.02 -0.16 -0.28
H -0.26675 -3.39980 2.43308 -0.11 -0.01 0.09
C 1.31050 -0.30334 4.35675 0.22 -0.15 0.04
C 0.11762 0.53293 3.88257 -0.03 -0.09 -0.04
C -1.15839 -0.10423 4.43916 -0.26 -0.14 0.08
C 0.23756 1.97236 4.38097 0.05 0.19 0.03
C 0.08679 0.50841 2.41521 0.22 0.20 -1.90
C 0.12514 0.40633 1.17998 0.01 -0.24 3.52
H 1.34195 -0.32620 5.45203 0.05 0.01 -0.10
H 2.25395 0.10681 3.98096 -0.12 -0.02 0.08
H 1.22175 -1.33578 3.99205 0.01 0.22 0.07
H -1.14007 -0.07203 5.53412 -0.04 0.01 -0.09
H -2.05486 0.41662 4.08594 0.14 -0.03 0.08
H -1.23500 -1.15512 4.13419 0.01 0.20 0.06
H 1.14471 2.44093 3.98554 -0.12 -0.04 0.07
H -0.62412 2.56468 4.05395 0.13 -0.07 0.06
H 0.28051 1.98576 5.47448 0.00 0.05 -0.06

=====

Record 3
64
Properties=species:S:1:pos:R:3:forces:R:3 method="wB97M-V/def2-TZVPD" homo_energy_ev="-6.053 / -6.053" de_lowest_kcal_mol=38.4 lumo_ha="0.005 / -0.012" homo_lumo_gap_ha="0.227 / 0.211"
P -0.52765 -1.77176 -2.58873 -0.98 -1.01 -2.74
P 0.67043 1.12277 -0.30671 -1.56 1.05 -2.33
C 0.12481 -0.08983 -2.94146 0.19 0.55 -0.41
C 1.12872 0.49576 -1.95340 0.38 0.14 -0.52
H -0.68186 0.63306 -3.16360 0.14 -0.40 0.43
H 0.65742 -0.17702 -3.90191 -0.05 -0.05 0.31
H 2.00670 -0.14957 -1.83461 -0.04 0.09 -0.13
H 1.44175 1.45611 -2.39152 0.26 -0.48 -0.22
C -0.65253 2.27490 -0.85302 0.39 0.41 -0.02
H -0.87765 3.04300 -0.10433 0.10 -0.21 -0.09
H -1.57781 1.75041 -1.13426 0.48 0.02 0.24
H -0.22685 2.73685 -1.74824 -0.34 0.32 -0.01
C 2.26485 2.26470 -0.18256 -0.06 0.32 -1.17
H 2.63959 2.12505 -1.20176 0.41 0.25 0.39
H 3.11120 2.00174 0.49472 -0.52 -0.05 -0.21
H 2.03995 3.32359 -0.04382 -0.19 -0.16 0.16
C -1.74557 -2.04138 -4.03161 -0.31 0.38 -0.45
H -1.88134 -3.10631 -4.22786 0.13 0.06 0.11
H -1.35328 -1.60909 -4.95579 0.18 0.06 0.12
H -2.73875 -1.61215 -3.88295 0.15 0.01 0.12
C 0.77877 -2.67176 -3.73870 0.30 0.45 -0.03
H 1.79456 -2.49242 -3.36150 -0.06 -0.07 -0.13
H 0.72652 -2.32102 -4.77728 0.06 0.03 0.20
H 0.60365 -3.75449 -3.75848 0.07 0.25 0.07
Zn 1.51864 1.09970 1.59293 0.02 -0.21 4.63
C -1.74820 -0.84871 -0.18428 1.12 3.46 1.82
C -2.04044 -1.12572 -1.53584 -0.17 -0.96 -0.88
C -3.12215 -2.20234 -1.36672 -0.57 -0.49 -0.35
C -2.45105 -3.58011 -1.18183 -0.60 -0.82 -0.24
C -1.07416 -3.62225 -1.77923 -1.27 -2.28 0.52
C 0.09484 -3.00826 -1.24613 1.11 1.30 0.87
C 0.28926 -2.30509 0.08465 -0.58 -0.03 0.80
C -1.01515 -1.73439 0.69724 0.73 -0.54 0.88
C 1.94019 -0.26442 2.90248 0.49 -0.59 -0.02
H -2.16347 0.05748 0.26456 -0.07 -0.27 0.02
H -2.42272 -0.27291 -2.10762 0.02 -0.03 0.21
H -3.80446 -2.22818 -2.21930 0.10 -0.09 -0.07
H -3.75902 -1.99258 -0.49179 0.19 0.09 -0.27
H -2.50257 -3.94626 -0.14150 0.32 0.42 -0.23
H -3.07743 -4.32034 -1.69632 0.20 0.09 -0.14
H -0.91831 -4.39203 -2.54055 0.03 0.26 0.38
H 1.03113 -3.48641 -1.53548 -0.21 0.22 -0.26
H 1.02650 -1.47318 -0.03311 -0.50 -0.72 0.11
H 0.73313 -2.99350 0.82356 -0.08 0.07 -0.26
H -1.72894 -2.52847 0.94687 0.45 -0.42 0.35
H -0.75987 -1.25063 1.65762 -0.15 -0.04 -0.42
H 2.91260 0.01698 3.30777 0.08 -0.27 0.25
H 1.94896 -1.30347 2.59128 0.18 -0.24 0.06
H 1.19597 -0.13295 3.69547 0.08 0.06 -0.16
C -1.35154 1.90131 3.23239 -0.38 -0.23 -0.17
C -0.23157 2.85017 3.39994 0.26 2.33 0.47
C -0.22090 4.07595 4.14443 -0.44 -1.61 -0.80
C 1.13187 4.44738 4.27331 1.13 -1.33 -0.59
C 1.88823 3.41511 3.62697 -1.60 1.84 0.07
C 3.32238 3.13524 3.81963 0.58 0.03 -0.01
N 1.03641 2.55720 2.97818 0.08 -0.37 0.54
H -2.28825 2.40348 3.50553 0.09 -0.24 -0.21
H -1.23122 1.02998 3.90523 -0.08 0.24 -0.32
H -1.41822 1.52616 2.19551 -0.17 -0.02 0.23
H -1.12251 4.55591 4.54164 0.54 -0.18 -0.11
H 1.57398 5.30951 4.77992 -0.28 -0.43 -0.07
H 3.83714 4.07901 4.04114 0.13 -0.29 -0.15
H 3.46342 2.47324 4.69625 0.05 0.15 -0.42
H 3.78188 2.64726 2.94453 0.05 0.16 0.24